# C7H12ClN2O2

An isolated ion of composition C7H12ClN2O2 and charge +1 in a non-equilibrium geometry (wB97M-V/def2-TZVPD, OMol25).

```
24
Properties=species:S:1:pos:R:3:nbo_charge:R:1
C 1.83 -0.63 -0.48 -0.448
C 0.59 -1.61 -0.65 -0.403
C 1.88 0.56 0.47 -0.440
C -0.59 -0.91 -1.41 -0.539
C 0.42 0.85 0.67 0.256
C -1.64 -0.39 -0.50 0.349
C -0.19 0.69 2.04 -0.675
N -0.22 1.34 -0.33 0.226
N -1.78 0.90 -0.31 -0.025
O 0.11 1.76 -1.40 -0.383
O -2.81 1.39 0.34 -0.464
Cl -2.84 -1.29 0.24 0.201
H 2.83 -1.18 -0.52 0.265
H 2.05 -0.33 -1.57 0.233
H 0.99 -2.49 -1.31 0.270
H 0.25 -2.00 0.38 0.221
H 2.11 0.12 1.47 0.225
H 2.48 1.36 0.21 0.266
H -0.32 -0.30 -2.28 0.304
H -1.22 -1.79 -1.94 0.287
H 0.69 0.77 2.71 0.264
H -0.59 -0.41 2.19 0.243
H -0.92 1.48 2.19 0.256
H -3.11 2.11 -0.20 0.512
```

Values from the calculation:
* SMILES: C/C1=[N+]([O-])\[N+](O)=C(\Cl)CCCC1
* orbital gap (spin up / spin down): 8.2 / 8.2 eV
* net charge: +1
* energy relative to the best compared isomer or geometry (same formula, charge and spin): 2.809 eV



# C2H7N3O

One molecule with the formula C2H7N3O in a non-equilibrium geometry (wB97M-V/def2-TZVPD, OMol25).

```
13
Properties=species:S:1:pos:R:3:nbo_charge:R:1
C 0.25 -0.15 -1.22 -0.307
C -0.18 -0.31 0.18 0.441
N 0.87 1.84 0.16 -0.665
N -1.39 -1.06 -0.04 -0.853
O 0.78 -0.81 1.08 -0.736
N -0.28 1.07 -0.06 -0.231
H 0.54 -1.56 1.63 0.497
H 1.56 1.42 0.79 0.351
H 0.58 2.71 0.57 0.351
H -1.33 -2.05 0.19 0.372
H -2.21 -0.60 0.32 0.371
H -0.32 0.19 -2.08 0.211
H 1.14 -0.68 -1.52 0.198
```

Values from the calculation:
* SMILES: NN1C[C@@]1(N)O
* orbital gap: 8.0 eV
* energy relative to the best compared isomer or geometry (same formula, charge and spin): 5.808 eV